No. 1
Entry from the OMol25 dataset: 2 unconnected molecules or ions with the total composition C2H8S4 at a distorted geometry (the ωB97M-V functional and the def2-TZVPD basis).

The lowest unoccupied orbital energy is 0.281 eV. Its orbital gap is 8.582 eV. Its spin multiplicity is 1. The structure (SMILES) is CSS.CSS. Its energy relative to the best compared isomer or geometry (same formula, charge and spin) is 0.7504 eV. The calculation puts the maximum force at 2.4 eV Å⁻¹.

The geometry in XYZ format:
```
14
C2H8S4 the ωB97M-V functional and the def2-TZVPD basis
C -0.860 1.541 0.809
S -0.969 0.064 1.850
S -2.938 -0.562 1.350
H -0.417 1.232 -0.107
H -1.890 2.033 0.671
H -0.276 2.210 1.409
H -3.021 -1.604 2.226
C 0.631 -1.055 -1.437
S 2.302 -1.096 -1.963
S 3.030 0.630 -0.954
H 0.605 -0.875 -0.378
H 0.073 -0.248 -1.948
H 0.113 -2.025 -1.484
H 3.618 -0.245 -0.044
```

Atomic partial charges in e from the natural (NBO) method, atoms 1 to 8: C -0.740; S 0.072; S -0.171; H 0.222; H 0.236; H 0.237; H 0.150; C -0.800

No. 2
Entry from the OMol25 dataset: 2 unconnected molecules or ions with the total composition C2H8Si at a distorted geometry (the ωB97M-V functional and the def2-TZVPD basis).

The lowest unoccupied orbital energy (alpha / beta) is 0.067 / -0.218 eV. Its orbital gap (alpha / beta) is 8.808 / 8.753 eV. Its spin multiplicity is 1. Its energy relative to the best compared isomer or geometry (same formula, charge and spin) is 4.6986 eV. The calculation puts the maximum force at 3.1 eV Å⁻¹.

The geometry in XYZ format:
```
11
C2H8Si the ωB97M-V functional and the def2-TZVPD basis
C 2.310 0.043 -0.548
C -0.988 -0.804 0.901
Si -1.938 0.347 -0.160
H 2.880 0.113 -1.426
H 2.310 -0.882 0.049
H 1.636 0.679 -0.100
H -1.133 -1.751 1.379
H -0.015 -0.559 1.265
H -1.525 0.383 -1.519
H -1.658 1.471 0.698
H -3.344 0.009 0.224
```

Atomic partial charges in e from the natural (NBO) method, atoms 1 to 8: C -0.492; C -0.720; Si 0.818; H 0.175; H 0.158; H 0.160; H 0.190; H 0.171

No. 3
Entry from the OMol25 dataset: C2H8Si2 in the gas phase at a distorted geometry (the ωB97M-V functional and the def2-TZVPD basis).

The lowest unoccupied orbital energy is 0.811 eV. Its orbital gap is 10.699 eV. Its spin multiplicity is 1. The structure (SMILES) is C=C([SiH3])[SiH3]. Its energy relative to the best compared isomer or geometry (same formula, charge and spin) is 0.6019 eV. The calculation puts the maximum force at 5.4 eV Å⁻¹.

The geometry in XYZ format:
```
12
C2H8Si2 the ωB97M-V functional and the def2-TZVPD basis
C -0.731 -1.491 0.035
C -0.172 -0.256 -0.005
Si 0.118 0.647 -1.641
Si 0.458 0.457 1.578
H -0.638 -2.171 0.974
H -1.276 -1.891 -0.692
H -0.631 -0.275 -2.505
H 1.548 0.681 -2.108
H -0.314 1.988 -1.590
H -0.389 1.705 1.557
H 0.048 -0.298 2.973
H 1.978 0.904 1.423
```

Atomic partial charges in e from the natural (NBO) method, atoms 1 to 8: C -0.288; C -0.897; Si 0.898; Si 0.845; H 0.186; H 0.176; H -0.167; H -0.150

No. 4
Entry from the OMol25 dataset: C2H8Si3 in the gas phase at a distorted geometry (the ωB97M-V functional and the def2-TZVPD basis).

The lowest unoccupied orbital energy (alpha / beta) is -0.690 / -0.827 eV. Its orbital gap (alpha / beta) is 6.329 / 6.500 eV. Its spin multiplicity is 1. Its energy relative to the best compared isomer or geometry (same formula, charge and spin) is 0.0000 eV. The calculation puts the maximum force at 2.7 eV Å⁻¹.

The geometry in XYZ format:
```
13
C2H8Si3 the ωB97M-V functional and the def2-TZVPD basis
C 1.181 -1.209 -0.320
C 0.272 -1.232 0.686
Si 0.928 -0.666 -2.011
Si -1.293 -0.222 0.875
Si -0.903 2.069 0.978
H 2.214 -1.531 -0.118
H 0.510 -1.525 1.672
H 1.532 -1.343 -3.198
H -0.065 0.322 -2.178
H -2.230 -0.236 -0.311
H -2.189 -0.436 2.026
H -1.577 2.827 -0.124
H 0.328 2.360 1.516
```

Atomic partial charges in e from the natural (NBO) method, atoms 1 to 8: C -0.680; C -0.592; Si 0.795; Si 0.585; Si 0.333; H 0.231; H 0.211; H -0.133

No. 5
Entry from the OMol25 dataset: 2 unconnected molecules or ions with the total composition C2H9BN2O2 at a distorted geometry (the ωB97M-V functional and the def2-TZVPD basis).

The lowest unoccupied orbital energy is 0.126 eV. Its orbital gap is 8.232 eV. Its spin multiplicity is 1. Its energy relative to the best compared isomer or geometry (same formula, charge and spin) is 0.8620 eV. The calculation puts the maximum force at 3.5 eV Å⁻¹.

The geometry in XYZ format:
```
16
C2H9BN2O2 the ωB97M-V functional and the def2-TZVPD basis
B 1.599 -0.062 -0.088
C -2.156 -0.567 -0.219
C 0.143 -0.688 -0.082
N -0.940 1.429 -0.089
N -0.960 0.121 -0.503
O 2.560 -0.918 0.059
O 1.859 1.301 -0.190
H -1.965 -1.363 0.580
H -2.872 0.134 0.178
H -2.531 -1.118 -1.214
H 0.100 -1.744 -0.383
H 0.072 -0.779 1.390
H -0.951 1.402 0.889
H -0.072 1.766 -0.334
H 3.311 -0.468 0.318
H 2.803 1.554 -0.311
```

Atomic partial charges in e from the natural (NBO) method, atoms 1 to 8: B 1.072; C -0.420; C -0.487; N -0.631; N -0.293; O -0.853; O -0.918; H 0.183

No. 6
Entry from the OMol25 dataset: 2 unconnected molecules or ions with the total composition C2H9N2 at a distorted geometry (the ωB97M-V functional and the def2-TZVPD basis).

The net charge is +1. The lowest unoccupied orbital energy is -3.881 eV. Its orbital gap is 9.291 eV. Its spin multiplicity is 1. Its energy relative to the best compared isomer or geometry (same formula, charge and spin) is 1.7930 eV. The calculation puts the maximum force at 3.0 eV Å⁻¹.

The geometry in XYZ format:
```
13
C2H9N2 the ωB97M-V functional and the def2-TZVPD basis
N 0.003 1.816 -0.410
H -0.510 2.287 -1.170
H 0.001 2.270 0.533
H 0.976 1.557 -0.636
H -0.697 1.040 -0.359
C -0.422 -1.204 1.391
C 0.385 -0.812 0.355
N 0.081 -0.870 -1.060
H -1.404 -1.548 1.194
H -0.079 -1.055 2.515
H 1.461 -0.690 0.623
H 0.870 -1.235 -1.629
H -0.665 -1.556 -1.346
```

Atomic partial charges in e from the natural (NBO) method, atoms 1 to 8: N -0.890; H 0.459; H 0.461; H 0.467; H 0.488; C -0.425; C -0.122; N -0.908

No. 7
Entry from the OMol25 dataset: 2 unconnected molecules or ions with the total composition C2H9N2 at a distorted geometry (the ωB97M-V functional and the def2-TZVPD basis).

The net charge is +1. The lowest unoccupied orbital energy is -5.315 eV. Its orbital gap is 9.618 eV. Its spin multiplicity is 1. Its energy relative to the best compared isomer or geometry (same formula, charge and spin) is 1.3567 eV. The calculation puts the maximum force at 1.9 eV Å⁻¹.

The geometry in XYZ format:
```
13
C2H9N2 the ωB97M-V functional and the def2-TZVPD basis
N -0.934 0.405 -2.102
H -0.199 0.666 -2.747
H -1.407 -0.397 -2.494
H -1.554 1.181 -1.924
H 0.127 0.234 -0.527
C 0.090 0.768 1.606
C 0.832 -1.298 0.520
N 0.329 -0.126 0.440
H -0.362 0.179 2.392
H 1.049 1.131 1.977
H -0.549 1.550 1.214
H 0.558 -2.092 -0.170
H 1.588 -1.457 1.275
```

Atomic partial charges in e from the natural (NBO) method, atoms 1 to 8: N -1.108; H 0.388; H 0.395; H 0.393; H 0.475; C -0.431; C 0.135; N -0.422

No. 8
Entry from the OMol25 dataset: 2 unconnected molecules or ions with the total composition C2H9N2 at a distorted geometry (the ωB97M-V functional and the def2-TZVPD basis).

The net charge is +1. The lowest unoccupied orbital energy is -3.794 eV. Its orbital gap is 9.298 eV. Its spin multiplicity is 1. Its energy relative to the best compared isomer or geometry (same formula, charge and spin) is 1.4981 eV. The calculation puts the maximum force at 3.1 eV Å⁻¹.

The geometry in XYZ format:
```
13
C2H9N2 the ωB97M-V functional and the def2-TZVPD basis
N -2.125 0.037 -0.126
H -1.125 -0.207 0.126
H -2.930 -0.271 0.422
H -2.260 -0.230 -1.100
H -2.331 1.045 -0.172
C 1.451 0.610 -1.013
C 1.169 0.260 0.297
N 0.358 -0.841 0.807
H 0.980 0.102 -1.966
H 1.982 1.567 -1.207
H 1.214 1.004 1.041
H 0.764 -1.815 0.580
H 0.355 -0.786 1.807
```

Atomic partial charges in e from the natural (NBO) method, atoms 1 to 8: N -0.895; H 0.480; H 0.450; H 0.440; H 0.441; C -0.443; C -0.050; N -0.887

Look up the maximum force of the sixth one. 3.0 eV Å⁻¹

What did the fourth record say?
Entry from the OMol25 dataset: C2H8Si3 in the gas phase at a distorted geometry (the ωB97M-V functional and the def2-TZVPD basis).

The lowest unoccupied orbital energy (alpha / beta) is -0.690 / -0.827 eV. Its orbital gap (alpha / beta) is 6.329 / 6.500 eV. Its spin multiplicity is 1. Its energy relative to the best compared isomer or geometry (same formula, charge and spin) is 0.0000 eV. The calculation puts the maximum force at 2.7 eV Å⁻¹.

The geometry in XYZ format:
```
13
C2H8Si3 the ωB97M-V functional and the def2-TZVPD basis
C 1.181 -1.209 -0.320
C 0.272 -1.232 0.686
Si 0.928 -0.666 -2.011
Si -1.293 -0.222 0.875
Si -0.903 2.069 0.978
H 2.214 -1.531 -0.118
H 0.510 -1.525 1.672
H 1.532 -1.343 -3.198
H -0.065 0.322 -2.178
H -2.230 -0.236 -0.311
H -2.189 -0.436 2.026
H -1.577 2.827 -0.124
H 0.328 2.360 1.516
```

Atomic partial charges in e from the natural (NBO) method, atoms 1 to 8: C -0.680; C -0.592; Si 0.795; Si 0.585; Si 0.333; H 0.231; H 0.211; H -0.133